Record 1
DFT (wB97M-V/def2-TZVPD) results for a structure of composition C10H15AlF9O.

For the largest force on an atom, the calculation gives 0.01108 Eh/bohr. For the highest occupied orbital energy, the calculation gives -4.935 eV. The lowest unoccupied orbital energy comes out at 2.694 eV. As for the charge: -1. For the HOMO-LUMO gap, the calculation gives 7.6 eV.

The geometry in XYZ format:
```
36
Properties=species:S:1:pos:R:3:forces:R:3
Al -4.430129 -1.361410 -1.646938 -0.27 -0.35 -0.18
F -0.236885 1.929518 -1.809415 -0.15 -0.22 0.37
F 0.546138 -1.527657 0.608402 -0.09 0.10 -0.07
F -1.120538 -2.470146 -0.406478 0.31 0.37 0.13
F -1.469802 -0.848471 0.982096 0.39 -0.15 -0.16
F -0.341813 1.504821 0.353428 -0.09 -0.07 -0.47
F -2.834408 1.444058 -2.152537 0.12 0.26 0.40
F 0.825061 -0.283348 -1.501775 -0.43 -0.11 -0.03
F -1.198926 -0.750628 -2.216475 0.33 0.25 0.39
F -2.263648 3.020678 -0.709039 -0.09 -0.54 -0.17
O 4.296945 0.177364 2.604141 0.00 0.02 0.00
C -0.500077 -0.291439 -1.168025 -0.05 -0.14 -0.06
C 3.154462 0.613150 1.854196 -0.01 -0.03 0.00
C -2.384046 1.638562 -0.893383 0.17 0.14 0.04
C 3.553445 0.531571 0.387877 0.04 0.06 0.00
C 5.242592 -0.434995 1.729339 -0.01 0.03 0.00
C -4.106655 -0.207079 0.016667 0.22 0.23 0.25
C -0.648184 -1.307103 0.033512 -0.26 -0.29 -0.04
C -0.885966 1.191064 -0.864156 0.18 0.15 -0.16
C -3.304264 1.108925 0.188215 -0.25 0.08 0.31
C 4.525471 -0.645109 0.402003 -0.02 -0.04 0.01
H -3.939564 -0.784970 -3.067592 0.05 0.10 -0.09
H 2.703438 0.385818 -0.272720 -0.01 0.00 0.02
H -2.686155 1.080994 1.093536 -0.14 0.13 -0.10
H 5.588501 -1.366031 2.181932 0.00 0.00 0.02
H 5.208679 -0.659815 -0.446443 0.00 0.01 -0.01
H -3.742132 -0.906974 0.781368 -0.16 0.05 -0.23
H 2.311867 -0.048971 2.072420 -0.01 0.00 -0.02
H -6.047653 -1.610131 -1.719643 -0.03 0.07 0.09
H -3.727592 -2.813724 -1.387764 0.06 0.03 0.06
H 4.070677 1.445785 0.086135 0.01 -0.01 0.01
H 2.892171 1.623051 2.170429 0.01 0.00 0.02
H -4.001832 1.938670 0.350534 0.10 -0.04 -0.16
H -5.126071 0.038088 0.342380 0.08 -0.09 -0.14
H 3.972324 -1.586788 0.412665 0.00 0.01 0.00
H 6.104569 0.232660 1.611092 0.01 -0.02 -0.02
```
Positions in Å, forces in eV/Å.

Results of the natural (NBO) charge analysis, in e, for atoms 1 through 4: atom 1 (Al): 0.8700, atom 2 (F): -0.3123, atom 3 (F): -0.3193, atom 4 (F): -0.2812


Record 2
DFT (wB97M-V/def2-TZVPD) results for a structure of composition C21H43N2P3PrS in a non-equilibrium geometry.

For the largest force on an atom, the calculation gives 0.05981 Eh/bohr. For the highest occupied orbital energy (spin up / spin down), the calculation gives -15.351 / -15.358 eV. Its multiplicity is 3. Its relative energy (zero: lowest compared OMol25 entry of this formula, charge and spin) is 34.7 kcal per mole. The lowest unoccupied orbital energy (spin up / spin down) comes out at -9.674 / -9.120 eV. As for the charge: +3. For the HOMO-LUMO gap (spin up / spin down), the calculation gives 5.7 / 6.2 eV.

The geometry in XYZ format:
```
71
Properties=species:S:1:pos:R:3:forces:R:3
Pr 0.116856 -0.777707 -1.072041 -0.77 0.92 0.76
S 2.608958 -0.207238 0.519309 -3.00 0.39 -0.54
P -1.171387 -2.463704 0.894488 -0.46 -0.88 0.93
P 2.546739 1.041474 3.468386 1.59 -0.29 -0.32
P -1.784434 1.232946 0.431641 -0.92 1.13 0.65
N -2.920177 -0.346986 -4.640057 0.18 0.77 0.25
N -1.647735 -0.145277 -2.837088 -0.52 0.18 -0.40
C 2.616583 1.985543 -1.050656 -0.55 0.27 -0.16
C -1.547329 2.994117 -0.007861 0.46 -0.08 -0.34
C 3.420184 -2.365559 -0.885496 2.02 0.67 -1.34
C 0.119847 -3.425035 1.758130 0.48 -0.08 -0.17
C 4.006040 -1.311409 -1.528842 1.55 -2.54 -0.61
C 1.882188 0.731208 -3.477128 0.51 -0.38 0.13
C 1.383028 -0.239048 3.955262 -0.09 -0.53 0.35
C 3.714620 1.442192 4.773557 -0.29 0.12 0.32
C -3.637104 -1.772574 -2.816232 0.05 -0.25 0.21
C 2.057753 2.106589 -3.424603 0.25 0.46 0.31
C -2.688728 -0.789726 -3.393359 0.05 0.05 -0.51
C 2.408317 2.729098 -2.205533 0.10 0.00 -0.70
C -2.074116 0.728613 -4.886214 -0.07 -0.20 0.44
C -2.232069 1.587503 2.196301 0.40 -0.53 0.23
C -2.290209 -2.094225 2.284088 -0.25 0.31 0.07
C -1.310720 0.870324 -3.770335 -0.14 -0.71 0.11
C -2.107867 -3.774919 0.009667 0.00 0.09 -0.38
C 2.410008 0.596793 -1.044791 0.66 -0.40 -0.57
C -3.525495 1.119726 -0.116431 -0.01 -0.47 -0.35
C 2.159624 -0.057871 -2.332832 -0.86 1.46 -0.02
C 1.800623 2.547501 2.851112 0.12 0.39 -0.20
H 3.684538 0.604533 5.491085 0.33 0.53 -0.07
H -1.373054 1.988794 2.751587 -0.32 -0.11 -0.09
H -3.529776 -2.743177 -3.324592 -0.12 0.18 0.34
H 2.052589 -1.151567 -2.526918 0.13 0.74 0.48
H 4.635671 -0.535555 -1.086606 0.25 -0.87 0.25
H -3.442267 -1.861798 -1.742953 -0.24 -0.20 -0.18
H 1.781837 -1.225169 3.638322 -0.23 0.58 0.15
H -3.980841 0.188010 0.228981 -0.09 0.10 -0.01
H -0.646512 3.379683 0.480048 -0.15 0.08 -0.10
H 3.902891 -2.808490 -0.019373 -0.77 0.60 0.59
H 1.600354 0.225003 -4.412928 0.27 0.33 0.46
H 3.443855 0.511777 2.483074 -0.85 0.39 0.74
H 3.414388 2.399666 5.233510 0.27 -0.56 0.14
H -0.144267 -4.487673 1.720669 0.19 0.20 0.16
H -3.041384 2.340439 2.172266 0.46 -0.38 0.11
H -1.854133 -3.797001 -1.061965 -0.10 -0.19 0.29
H 2.132753 2.662813 1.810815 -0.34 0.02 0.26
H 1.990675 2.726181 -4.328800 -0.19 -0.36 0.43
H 4.080130 -1.265757 -2.612003 -0.55 0.06 0.09
H -3.577205 1.145473 -1.205020 -0.12 0.07 0.02
H -2.128708 1.291918 -5.796042 0.06 0.11 -0.14
H -3.090648 -1.415340 1.975401 0.03 -0.17 0.05
H 2.685118 -3.004510 -1.375695 0.32 -0.23 -0.40
H 2.198518 3.392592 3.434510 -0.24 -0.26 -0.19
H -2.591628 0.677421 2.695839 0.07 0.38 -0.02
H 0.197152 -3.101406 2.801775 -0.02 -0.07 -0.21
H 2.534762 3.812059 -2.218440 0.08 -0.29 0.18
H -4.673020 -1.410644 -2.979734 0.56 -0.26 0.24
H -2.434256 3.558412 0.322450 0.42 -0.14 -0.19
H -3.715279 -0.645705 -5.213971 0.59 0.24 0.23
H -1.739090 -1.624140 3.106651 -0.09 -0.10 -0.17
H 2.910407 2.454269 -0.094561 -0.18 -0.21 -0.85
H 0.706675 2.533382 2.915353 0.34 -0.01 -0.06
H 4.712164 1.542957 4.309822 -0.44 -0.06 0.38
H 1.096361 -3.275754 1.279875 -0.09 -0.18 0.16
H -0.552247 1.598064 -3.516160 -0.17 -0.10 -0.32
H -3.186005 -3.583816 0.099373 0.27 -0.10 -0.04
H 1.324708 -0.243131 5.061697 -0.13 0.03 -0.54
H -1.857297 -4.744147 0.459123 -0.24 0.20 -0.20
H -4.060516 1.977660 0.313949 0.05 -0.34 -0.23
H -2.741348 -3.028901 2.642715 0.16 0.19 -0.05
H -1.422913 3.080008 -1.089964 -0.05 0.24 0.06
H 0.382848 -0.079780 3.524390 0.40 -0.01 0.13
```
Positions in Å, forces in eV/Å.

Results of the Löwdin charge analysis, in e, for atoms 1 through 4: atom 1 (Pr): 0.9613, atom 2 (S): 0.6828, atom 3 (P): 0.7143, atom 4 (P): 0.8494


Record 3
DFT (wB97M-V/def2-TZVPD) results for a cluster of 2 separate species, C5H11NO2 in total.

For the largest force on an atom, the calculation gives 0.01535 Eh/bohr. For the highest occupied orbital energy, the calculation gives -8.809 eV. Its relative energy (zero: lowest compared OMol25 entry of this formula, charge and spin) is 27.1 kcal per mole. The lowest unoccupied orbital energy comes out at 0.561 eV. For the HOMO-LUMO gap, the calculation gives 9.4 eV.

The geometry in XYZ format:
```
19
Properties=species:S:1:pos:R:3:forces:R:3
O -2.964131 -2.092949 0.645189 -0.03 0.08 -0.10
O -0.430047 3.170792 -1.100155 -0.43 0.42 0.02
N -1.529460 -1.360021 -0.940078 -0.47 -0.14 0.12
C -0.625458 -2.469013 1.023446 -0.30 -0.18 -0.27
C 0.468026 2.162414 -0.940036 0.69 -0.25 -0.02
C 0.997663 1.922807 0.254778 -0.26 0.70 -0.27
C 2.052296 0.910749 0.573543 -0.11 0.23 -0.29
C -1.829062 -1.968569 0.234190 0.03 -0.17 0.72
H 3.053246 1.343455 0.568281 0.04 0.11 -0.01
H -0.572653 -1.225118 -1.159743 0.49 0.36 -0.34
H 2.037612 0.121229 -0.177504 0.08 -0.19 0.14
H 0.805165 1.666538 -1.847435 -0.21 -0.21 0.03
H 1.903470 0.504745 1.568566 -0.08 -0.29 0.04
H 0.668092 2.641622 1.002387 0.07 -0.32 0.29
H -0.958931 -3.250043 1.700100 -0.01 -0.04 -0.03
H -2.251565 -0.811866 -1.376872 0.12 -0.03 -0.11
H -0.209869 -1.662050 1.625111 0.05 0.11 -0.11
H -0.748570 3.261322 -2.002773 0.21 -0.23 0.05
H 0.134169 -2.866042 0.349005 0.12 0.05 0.12
```
Positions in Å, forces in eV/Å.

Results of the natural (NBO) charge analysis, in e, for atoms 1 through 4: atom 1 (O): -0.6117, atom 2 (O): -0.6885, atom 3 (N): -0.8234, atom 4 (C): -0.7176


Record 4
DFT (wB97M-V/def2-TZVPD) results for a cluster of 2 separate species, C3H8NS2 in total in a non-equilibrium geometry.

For the largest force on an atom, the calculation gives 0.10802 Eh/bohr. For the highest occupied orbital energy (spin up / spin down), the calculation gives -13.776 / -13.776 eV. Its relative energy (zero: lowest compared OMol25 entry of this formula, charge and spin) is 141.5 kcal per mole. The lowest unoccupied orbital energy (spin up / spin down) comes out at -5.349 / -5.350 eV. As for the charge: +1. For the HOMO-LUMO gap (spin up / spin down), the calculation gives 8.4 / 8.4 eV.

The geometry in XYZ format:
```
14
Properties=species:S:1:pos:R:3:forces:R:3
S 0.702185 2.034717 1.055495 -0.63 0.51 1.04
S -1.215595 -1.898845 0.487071 0.35 1.28 1.04
N -1.344998 0.783634 -0.342316 2.67 3.16 -1.10
C -0.825148 0.971280 1.070857 -1.41 1.90 1.39
C -0.412288 -0.252933 0.500645 0.30 -3.10 -4.15
C 1.385886 -0.205883 -1.092535 -1.11 3.36 4.28
H 0.798660 0.766891 -1.535815 1.72 -3.49 0.17
H -0.873940 1.550381 -0.923744 -0.63 -1.69 0.78
H 2.312188 0.217808 -0.446058 -2.12 -1.39 -1.75
H -0.362859 -2.555587 -0.305845 0.22 0.25 -0.06
H -2.314338 0.823098 -0.601621 -0.86 -0.83 0.75
H -1.737323 1.149780 1.746275 1.96 -0.40 -0.40
H 0.601902 2.980557 2.069294 -0.57 -0.76 -0.77
H 1.241296 -1.308655 -1.052262 0.12 1.19 -1.20
```
Positions in Å, forces in eV/Å.

Results of the natural (NBO) charge analysis, in e, for atoms 1 through 4: atom 1 (S): -0.0085, atom 2 (S): 0.1062, atom 3 (N): -0.6524, atom 4 (C): -0.2678


- What is the largest force on an atom in the third record?
  0.01535 Eh/bohr


- What is the formula in the fourth record?
  C3H8NS2